ORCA calculation (ωB97M-V/def2-TZVPD) on a 2-piece molecular cluster, C33H37N3O6 overall in a non-equilibrium geometry.

Positions of all 79 atoms, in Å:
O: -4.91817 2.07788 -0.76807
O: 6.30845 -4.20409 4.13840
O: -0.10881 -2.47364 2.66735
O: 7.05043 -2.35224 5.04060
O: 7.04464 -0.04633 -1.99146
O: -1.02147 -0.41384 2.88957
N: -2.78016 2.68933 -1.41426
N: 6.16091 -2.99941 4.44859
N: -1.69423 0.72271 -1.15710
C: -3.12657 0.40464 -1.05931
C: 2.69055 -2.58506 3.20627
C: -3.75657 1.79988 -1.06408
C: -7.31171 -0.55669 -3.03570
C: 3.90818 -1.59080 -1.13915
C: 3.56001 -0.38916 3.91275
C: 7.65617 1.23229 -2.24750
C: 2.99853 -0.50019 -1.10842
C: 1.29917 -0.54452 2.91302
C: 3.87747 -3.17083 3.59482
C: 1.65903 -0.74226 -0.65282
C: 4.72987 -0.98650 4.33099
C: -7.00218 -1.56387 -0.83988
C: -5.08661 -0.82277 -2.12351
C: 4.92549 -2.37495 4.11743
C: 3.47554 0.78001 -1.53264
C: -3.60871 -0.51658 -2.19244
C: -0.56023 2.86746 -0.41261
C: 5.21906 -1.42529 -1.51404
C: 2.47400 -1.16253 3.34343
C: 0.60834 0.05861 -1.08157
C: -7.84781 -1.08219 -1.85147
C: -2.26990 -1.11482 3.14836
C: -0.86218 2.36234 -2.87057
C: -5.92589 -0.47762 -3.19395
C: 4.80379 0.97133 -1.89943
C: -0.74922 -0.22297 -0.99818
C: -3.34380 -0.05390 3.16825
C: -1.42978 2.14270 -1.45940
C: -3.02295 4.09849 -1.59195
C: 5.70096 -0.12995 -1.82657
C: 0.05440 -1.25779 2.81240
C: -5.61496 -1.46765 -0.99630
H: 3.42569 0.69037 4.00238
H: -1.59686 2.02064 -3.61457
H: 5.16421 1.95790 -2.21273
H: -3.44786 0.44595 2.19419
H: 0.07289 1.81619 -3.01810
H: -0.66893 3.43463 -3.00831
H: -2.61718 4.42561 -2.55292
H: -1.02696 2.78557 0.58002
H: 7.29933 1.65303 -3.19601
H: 2.80526 1.64585 -1.53249
H: -8.93291 -1.11313 -1.71218
H: 0.45209 2.45678 -0.36815
H: 5.92917 -2.24659 -1.54768
H: 0.87542 1.01239 -1.53350
H: -4.94253 -1.87625 -0.23231
H: -7.42041 -2.00165 0.07274
H: -2.52168 4.67652 -0.80938
H: -1.11251 -1.24130 -0.79480
H: -3.35235 -0.04146 -3.15201
H: -3.32487 -0.06782 -0.07704
H: 4.04731 -4.24399 3.49445
H: -3.03006 -1.44809 -2.10659
H: 1.24794 0.53477 2.90186
H: -3.10197 0.71185 3.91925
H: -4.09377 4.29901 -1.56493
H: 7.46377 1.93233 -1.42500
H: 1.46831 -1.64124 -0.06391
H: 5.52951 -0.42037 4.81310
H: 3.54224 -2.58240 -0.86404
H: 1.90815 -3.18537 2.74944
H: -7.97440 -0.20067 -3.83376
H: -2.45351 -1.86646 2.36536
H: -5.48988 -0.11479 -4.12986
H: -0.48033 3.92699 -0.69208
H: -2.20640 -1.61905 4.12793
H: 8.71709 0.99358 -2.30828
H: -4.31602 -0.48855 3.42007

Computed properties:
Strongest force on any atom   1.86 eV/A
E_HOMO   -5.8182 eV
Orbital gap   3.613 eV
Charge   0